1.
The following is a quantum chemistry calculation of a structure of composition C41H40FN4O2Ti in a non-equilibrium geometry, from the Open Molecules 2025 dataset.

## Properties
Charge: +1
HOMO level (spin up / spin down) (eV): -9.1 / -9.1
LUMO (spin up / spin down) (eV): -3.5 / -3.5
Frontier orbital gap (spin up / spin down) (eV): 5.673 / 5.679

Last column: Mulliken charge in e.
Geometry (Å):
Ti: -0.126 -0.414 -0.015  -1.78
C: 3.772 -0.042 1.936  -0.69
O: 3.905 -0.530 0.606  -0.52
C: 2.674 -0.619 0.086  0.48
N: 1.668 -0.331 0.897  1.04
C: 2.237 0.056 2.184  0.33
C: 1.818 1.443 2.613  0.04
C: 1.985 1.818 3.941  -0.52
C: 1.647 3.092 4.352  -0.77
C: 1.123 3.995 3.442  -0.73
C: 0.953 3.626 2.119  -0.75
C: 1.308 2.355 1.698  0.27
C: 2.384 -0.885 -1.277  -0.54
C: 3.281 -1.036 -2.345  -0.81
C: 2.789 -0.945 -3.639  -0.96
C: 1.451 -0.636 -3.862  -0.85
C: 0.590 -0.537 -2.760  -0.24
N: 1.037 -0.763 -1.487  1.25
C: -0.752 -0.069 -2.713  -0.05
N: -1.334 0.064 -1.530  1.39
C: -2.628 0.697 -1.753  0.03
C: -2.756 0.692 -3.301  -0.77
O: -1.476 0.295 -3.779  -0.51
C: -2.678 2.111 -1.209  0.05
C: -3.907 2.735 -1.027  -0.52
C: -3.967 4.043 -0.581  -0.75
C: -2.801 4.746 -0.328  -0.64
C: -1.575 4.139 -0.536  -0.94
C: -1.511 2.824 -0.968  0.01
H: 4.262 0.936 2.002  0.49
H: 4.266 -0.734 2.622  0.32
H: 1.935 -0.656 2.968  0.36
H: 2.371 1.108 4.655  0.51
H: 1.800 3.381 5.381  0.43
H: 0.858 4.989 3.765  0.46
H: 0.555 4.335 1.412  0.27
H: 1.198 2.075 0.646  0.26
H: 4.329 -1.174 -2.139  0.60
H: 3.458 -1.049 -4.479  0.47
H: 1.077 -0.432 -4.851  0.63
H: -3.435 0.113 -1.295  0.48
H: -2.994 1.678 -3.706  0.46
H: -3.499 -0.029 -3.648  0.33
H: -4.816 2.197 -1.245  0.47
H: -4.926 4.519 -0.443  0.42
H: -2.850 5.768 0.014  0.43
H: -0.666 4.698 -0.385  0.61
H: -0.543 2.354 -1.156  0.34
C: -2.398 -3.003 -2.525  -1.80
C: -2.775 -3.582 -1.156  0.50
C: -3.569 -2.582 -0.315  -1.23
C: -1.523 -4.140 -0.512  0.46
C: -1.246 -5.475 -0.799  -1.21
C: -0.140 -6.120 -0.290  -1.32
C: 0.711 -5.427 0.546  -0.94
C: 0.482 -4.094 0.850  0.56
C: 1.424 -3.380 1.790  2.90
C: 2.873 -3.611 1.356  -1.84
C: 1.218 -3.783 3.254  -1.69
C: -0.624 -3.419 0.294  0.02
N: -0.852 -2.057 0.663  2.00
C: -1.450 -1.857 1.872  1.79
C: -1.955 -2.888 2.696  -1.03
C: -2.548 -2.615 3.909  -0.68
C: -2.678 -1.310 4.369  -0.89
C: -2.229 -0.262 3.580  -0.97
C: -1.642 -0.559 2.373  -0.35
F: -1.193 0.505 1.522  0.12
H: -3.242 -2.469 -2.959  0.37
H: -2.116 -3.806 -3.200  0.51
H: -1.546 -2.329 -2.433  0.55
H: -3.449 -4.430 -1.331  0.75
H: -3.037 -1.636 -0.189  -0.37
H: -3.777 -2.991 0.674  0.34
H: -4.521 -2.390 -0.810  0.53
H: -1.929 -6.029 -1.426  0.48
H: 0.050 -7.156 -0.525  0.43
H: 1.561 -5.940 0.968  0.40
H: 1.205 -2.312 1.710  -1.74
H: 3.158 -4.652 1.481  0.55
H: 3.549 -3.005 1.953  0.31
H: 2.992 -3.342 0.307  0.42
H: 1.245 -4.862 3.371  0.38
H: 0.263 -3.423 3.629  0.28
H: 2.007 -3.350 3.865  0.49
H: -1.872 -3.906 2.350  0.52
H: -2.916 -3.432 4.512  0.48
H: -3.126 -1.109 5.327  0.44
H: -2.333 0.764 3.898  0.59


2.
The following is a quantum chemistry calculation of a structure of composition C41H40LiN3P2Se3Si2 in a non-equilibrium geometry, from the Open Molecules 2025 dataset.

## Properties
Charge: -2
Energy above the lowest of the compared OMol25 structures with the same formula, charge and spin (kcal per mole): 96.9
HOMO level (spin up / spin down) (eV): 1.4 / 0.7
LUMO (spin up / spin down) (eV): 3.8 / 3.8
Frontier orbital gap (spin up / spin down) (eV): 2.452 / 3.112

Last column: Mulliken charge in e.
Geometry (Å):
Li: 13.739 15.117 8.917  0.43
Se: 19.146 19.037 9.721  -0.38
P: 18.948 16.915 10.146  1.13
C: 19.870 16.329 11.642  0.51
C: 21.252 16.066 11.696  -0.42
C: 21.855 15.677 12.890  -0.50
C: 21.119 15.557 14.069  -0.66
C: 19.753 15.748 13.994  -0.63
C: 19.165 16.216 12.852  -0.41
C: 19.797 16.090 8.811  0.05
C: 19.969 16.733 7.592  -0.08
C: 20.916 16.240 6.712  -0.88
C: 21.573 15.062 7.017  -0.42
C: 21.251 14.309 8.156  -0.53
C: 20.265 14.762 9.028  -0.69
C: 17.438 16.054 10.263  0.38
C: 16.131 16.409 9.950  -0.17
N: 15.293 15.322 10.154  0.13
N: 16.083 14.322 10.560  -0.71
N: 17.360 14.729 10.705  -0.54
P: 15.519 18.096 9.754  0.49
Se: 13.450 17.596 9.132  -0.81
C: 15.587 19.028 11.252  1.16
C: 16.292 20.250 11.453  -0.32
C: 16.560 20.745 12.707  -0.40
C: 16.013 20.039 13.833  -0.79
C: 15.067 18.991 13.579  -0.37
C: 14.847 18.493 12.311  -0.84
C: 16.279 18.726 8.231  0.41
C: 16.906 17.832 7.363  -0.26
C: 17.403 18.385 6.138  -0.59
C: 17.259 19.715 5.828  -0.51
C: 16.473 20.540 6.647  -0.82
C: 16.038 20.054 7.885  -0.34
H: 21.836 16.016 10.776  0.38
H: 22.960 15.653 12.874  0.29
H: 21.634 15.194 14.864  0.49
H: 19.161 15.477 14.824  0.43
H: 18.057 16.309 12.921  0.28
H: 19.416 17.698 7.423  0.23
H: 21.020 16.767 5.777  0.42
H: 22.383 14.620 6.417  0.29
H: 21.813 13.383 8.411  0.33
H: 20.078 14.144 9.913  0.48
H: 16.761 20.835 10.625  0.10
H: 17.157 21.670 12.935  0.29
H: 16.411 20.233 14.873  0.21
H: 14.549 18.594 14.428  0.39
H: 14.079 17.714 12.162  0.29
H: 17.085 16.788 7.681  0.56
H: 17.933 17.790 5.409  0.40
H: 17.749 20.041 4.925  0.39
H: 16.256 21.564 6.384  0.39
H: 15.549 20.770 8.513  0.50
C: 10.171 15.021 14.085  -0.51
C: 10.968 15.632 13.115  -0.28
C: 10.912 15.136 11.851  -0.81
C: 10.352 13.895 11.602  0.54
C: 10.069 13.068 12.713  -0.07
C: 9.748 13.720 13.902  -0.65
Si: 10.009 13.375 9.874  0.24
C: 8.694 12.049 9.905  -0.08
C: 7.374 12.481 10.155  -0.50
C: 6.359 11.527 10.112  -0.56
C: 6.633 10.216 9.774  -0.23
C: 7.935 9.794 9.612  -0.76
C: 8.947 10.732 9.720  0.05
H: 9.897 15.530 15.027  0.26
H: 11.514 16.569 13.358  0.34
H: 11.470 15.662 11.065  0.26
H: 10.267 11.937 12.669  0.22
H: 9.289 13.133 14.671  0.35
H: 9.447 14.628 9.204  -0.25
H: 7.184 13.512 10.324  0.38
H: 5.283 11.942 10.140  0.20
H: 5.781 9.589 9.613  0.38
H: 8.101 8.743 9.485  0.40
H: 9.963 10.452 9.478  0.42
C: 11.958 9.558 10.464  -1.30
Si: 13.007 11.140 10.391  0.65
C: 14.656 10.846 9.491  -1.12
C: 13.215 11.815 12.071  -1.04
Se: 12.033 12.623 8.977  -0.42
H: 12.501 8.811 11.100  0.40
H: 11.776 9.031 9.482  0.29
H: 10.972 9.568 10.988  0.40
H: 15.427 10.238 10.035  0.32
H: 15.068 11.824 9.317  0.26
H: 14.421 10.249 8.634  0.29
H: 14.211 11.649 12.511  0.49
H: 12.570 11.423 12.834  0.44
H: 13.082 12.875 11.985  0.22


3.
The following is a quantum chemistry calculation of a structure of composition C41H41BrEuIN6O4SSi in a non-equilibrium geometry, from the Open Molecules 2025 dataset.

## Properties
Energy above the lowest of the compared OMol25 structures with the same formula, charge and spin (kcal per mole): 18.6
HOMO level (spin up / spin down) (eV): -7.2 / -7.2
LUMO (spin up / spin down) (eV): -0.4 / 0.0
2S+1: 7
Frontier orbital gap (spin up / spin down) (eV): 6.851 / 7.266

Last column: Löwdin spin population.
Geometry (Å):
Eu: -0.678 -0.997 0.155  6.05
C: -2.232 -4.725 2.188  0.00
C: -3.345 -4.031 1.498  0.00
N: -4.560 -4.257 1.835  0.00
C: -5.595 -3.495 1.282  0.00
C: -5.381 -2.696 0.225  0.00
C: -6.492 -1.935 -0.437  0.00
O: -6.685 -2.232 -1.800  0.00
C: -4.060 -2.481 -0.220  0.00
C: -3.791 -1.583 -1.291  0.00
N: -2.718 -0.830 -1.445  -0.01
C: -2.671 -0.088 -2.659  0.00
C: -2.812 -0.770 -3.865  0.00
C: -2.736 -0.101 -5.055  0.00
C: -2.359 1.220 -5.074  0.00
C: -2.173 1.935 -3.908  0.00
C: -2.397 1.318 -2.693  0.00
I: -2.526 2.267 -0.907  0.00
C: -3.013 -3.068 0.464  0.00
O: -1.785 -2.912 0.068  -0.01
H: -1.552 -3.990 2.671  0.00
H: -1.656 -5.243 1.425  0.00
H: -2.595 -5.372 2.907  0.00
H: -6.552 -3.655 1.770  0.00
H: -6.138 -0.884 -0.424  0.00
H: -7.455 -2.094 0.122  0.00
H: -6.634 -3.164 -1.933  0.00
H: -4.628 -1.476 -2.024  0.00
H: -3.018 -1.809 -3.858  0.00
H: -3.000 -0.592 -6.036  0.00
H: -2.246 1.809 -6.019  0.00
H: -1.948 3.000 -4.074  0.00
C: 0.415 -0.898 -3.910  0.00
C: 1.449 -1.484 -2.912  0.00
C: 2.669 -1.912 -3.373  0.00
C: 3.533 -2.575 -2.470  0.00
C: 3.174 -2.689 -1.164  0.00
C: 1.935 -2.045 -0.700  0.00
N: 1.054 -1.561 -1.665  -0.01
N: 1.523 -1.909 0.543  -0.01
Si: 2.801 -2.137 1.784  0.00
C: 3.379 -3.914 2.117  0.00
C: 1.966 -1.476 3.317  0.00
C: 4.222 -0.960 1.495  0.00
H: -0.287 -0.241 -3.378  0.00
H: -0.321 -1.726 -4.232  0.00
H: 0.868 -0.434 -4.826  0.00
H: 2.994 -1.737 -4.369  0.00
H: 4.410 -3.030 -2.941  0.00
H: 3.631 -3.298 -0.408  0.00
H: 2.631 -4.665 2.285  0.00
H: 4.009 -3.840 3.000  0.00
H: 4.062 -4.232 1.340  0.00
H: 0.956 -1.857 3.590  0.00
H: 1.890 -0.344 3.165  0.00
H: 2.667 -1.567 4.187  0.00
H: 4.489 -0.832 0.484  0.00
H: 5.141 -1.287 2.034  0.00
H: 3.918 0.014 1.856  0.00
O: 4.749 4.693 -4.219  0.00
C: 3.622 3.916 -4.140  0.00
C: 2.903 3.530 -5.312  0.00
C: 1.907 2.614 -5.056  0.00
N: 1.550 2.048 -3.937  0.00
C: 2.265 2.514 -2.874  0.00
Br: 1.655 1.999 -1.171  0.00
C: 3.303 3.416 -2.913  0.00
H: 4.991 4.804 -5.135  0.00
H: 3.019 3.821 -6.337  0.00
H: 1.372 2.238 -5.909  0.00
H: 3.846 3.748 -2.075  0.00
N: -2.382 -0.531 1.859  -0.01
C: -3.264 -0.275 2.580  0.00
O: 0.014 0.810 1.572  -0.01
S: -0.579 1.933 2.387  0.00
C: 0.520 3.283 2.078  0.00
C: -0.043 4.463 1.713  0.00
C: 0.770 5.576 1.453  0.00
C: 2.132 5.573 1.697  0.00
C: 2.672 4.300 2.179  0.00
C: 1.907 3.204 2.315  0.00
C: 0.021 1.574 4.086  0.00
C: -0.318 0.321 4.557  0.00
C: -0.167 0.039 5.892  0.00
C: 0.248 1.050 6.722  0.00
C: 0.646 2.299 6.310  0.00
C: 0.561 2.552 4.929  0.00
H: -1.118 4.577 1.630  0.00
H: 0.236 6.467 1.233  0.00
H: 2.832 6.392 1.635  0.00
H: 3.706 4.193 2.292  0.00
H: 2.281 2.259 2.651  0.00
H: -0.805 -0.419 3.922  0.00
H: -0.662 -0.808 6.328  0.00
H: 0.149 0.814 7.763  0.00
H: 1.033 3.024 6.963  0.00
H: 0.679 3.554 4.588  0.00


> Which formula does entry 3 have?

C41H41BrEuIN6O4SSi